[1]
Computed, not measured: a single C3H7NOSi molecule, with wB97M-V/def2-TZVPD.

```
13
Properties=species:S:1:pos:R:3:forces:R:3
C -3.044626 0.752780 -0.070488 -1.467 0.603 -1.036
C -1.892758 0.202288 0.260823 1.130 0.278 2.809
C -0.636834 0.467836 -0.406211 0.192 -0.143 -0.199
N 0.428921 0.628788 0.251579 -1.410 -0.925 2.140
O 1.513556 0.904226 -0.474740 1.132 1.803 -2.057
Si 2.866382 0.275584 0.233153 0.459 -1.345 1.770
H -3.869739 0.812268 0.611231 -0.208 -0.548 0.555
H -3.379379 1.254755 -1.013596 1.228 -0.538 0.552
H -1.677462 -0.188734 1.327152 -0.885 0.530 -1.738
H -0.606069 0.589405 -1.445563 -0.016 0.224 -1.717
H 2.822951 0.547069 1.792562 0.331 0.011 -1.659
H 4.214787 0.466907 -0.456101 -1.002 0.496 0.307
H 2.497975 -1.132756 0.025995 0.518 -0.444 0.272
```
Forces are in eV/Å.

The calculation puts the electronic energy at -14636.7205 eV. The calculation puts the largest force on an atom at 3.0 eV/A.



[2]
Computed, not measured: a single C22H18N2O4 molecule, with wB97M-V/def2-TZVPD.

```
46
Properties=species:S:1:pos:R:3:forces:R:3
C -5.388587 -0.837344 -1.112596 0.355 0.806 -0.096
C -4.836536 0.517933 -0.611775 -1.114 -0.040 -0.622
O -3.419244 0.416674 -0.328211 -0.545 -0.112 0.154
C -2.858311 1.525080 0.184389 0.064 1.539 0.498
O -3.391188 2.622463 0.234214 -0.615 -0.749 -0.208
C -1.506639 1.392754 0.697745 0.114 -3.668 -1.282
C -0.630307 0.240031 0.437847 -1.268 1.224 -0.378
C 0.626163 0.535938 0.910114 -0.703 -0.498 -0.066
C 1.853942 -0.295897 0.789408 0.779 0.951 0.752
O 2.894959 0.009832 1.363658 -0.295 0.310 0.022
C 1.865094 -1.490366 -0.080087 1.042 -0.897 -1.100
C 3.041960 -2.016437 -0.579610 -3.214 0.678 0.734
C 3.090318 -3.171611 -1.503431 0.693 0.030 0.501
C 2.072247 -4.127409 -1.606774 -0.786 0.155 0.570
C 2.199562 -5.232821 -2.428260 0.909 0.732 -0.122
C 3.372529 -5.382875 -3.184931 -0.108 0.258 -0.064
C 3.411862 -6.444342 -4.157309 0.429 -0.142 0.155
N 3.472427 -7.296077 -4.927411 -0.092 0.085 0.021
C 4.434326 -4.464397 -3.065622 -1.362 -0.373 0.393
C 4.279325 -3.382553 -2.213185 -0.130 -0.308 -0.545
N 0.482164 1.786934 1.549325 1.791 1.052 0.957
C 1.467107 2.535266 2.203832 -0.581 0.936 0.513
C 1.163521 3.768718 2.751072 -0.549 -1.338 -0.649
C -0.167612 4.291991 2.691214 -0.665 -0.283 0.089
O -0.369146 5.468314 3.365781 0.110 -0.252 -0.365
C -1.583743 6.204198 3.173504 0.657 0.564 -0.513
C -1.146025 3.560702 2.057345 0.289 -0.082 -0.482
C -0.808001 2.304004 1.434029 1.131 0.924 0.622
H -5.151421 -1.609179 -0.414702 0.108 -0.626 0.559
H -4.939318 -1.106257 -2.066791 0.071 0.041 -0.058
H -6.481188 -0.825805 -1.256676 0.428 0.304 0.174
H -5.407117 0.867674 0.274167 0.643 -0.219 -0.334
H -5.017134 1.251812 -1.411649 0.326 0.010 0.375
H -0.955529 -0.658708 -0.106443 0.296 0.661 0.348
H 0.892643 -1.883517 -0.355511 0.162 -0.149 -0.186
H 3.935748 -1.519462 -0.260213 0.533 0.050 -0.093
H 1.139419 -4.021282 -1.013988 0.823 -0.019 -0.418
H 1.420040 -5.960505 -2.492513 -0.338 -0.283 -0.104
H 5.332665 -4.599985 -3.624741 0.387 -0.066 -0.326
H 5.092834 -2.677188 -2.199386 0.045 0.275 0.395
H 2.460964 2.106246 2.314779 -0.427 -0.103 -0.298
H 1.881057 4.342841 3.291320 0.573 0.101 0.155
H -1.714547 6.466171 2.123758 -0.071 -0.344 -0.204
H -1.495119 7.174261 3.675528 0.296 -0.471 0.243
H -2.451278 5.697209 3.545033 -0.429 -0.495 0.227
H -2.164890 3.916968 1.933753 0.236 -0.165 0.054
```
Forces are in eV/Å.

The calculation puts the electronic energy at -34275.1311 eV. The calculation puts the largest force on an atom at 3.9 eV/A.



| no. | HOMO energy (eV) | Kohn-Sham gap (eV) |
| --- | --- | --- |
| 1 | -9.319 | 10.08 |
| 2 | -7.995 | 7.09 |